{
  "formula": "C24H39FO19",
  "method": "ωB97M-V/def2-TZVPD",
  "symbols": ["C", "C", "F", "C", "C", "C", "O", "C", "C", "O", "O", "C", "C", "O", "H", "H", "H", "H", "H", "H", "H", "H", "H", "C", "O", "C", "O", "O", "C", "H", "H", "H", "H", "H", "H", "C", "O", "C", "O", "O", "C", "H", "H", "H", "H", "H", "H", "C", "O", "C", "O", "O", "C", "H", "H", "H", "H", "H", "H", "C", "O", "C", "O", "O", "C", "H", "H", "H", "H", "H", "H", "C", "O", "C", "O", "O", "C", "H", "H", "H", "H", "H", "H"],
  "coordinates": [[-1.675, 0.803, 3.787], [-1.958, -0.278, 2.746], [-2.020, -1.495, 3.430], [-0.825, -0.340, 1.738], [-0.495, 0.728, 1.008], [0.651, 0.590, 0.072], [0.677, 1.076, -1.034], [1.767, -0.278, 0.563], [3.172, 0.138, 0.226], [4.121, -0.784, 0.711], [4.549, -1.652, -0.345], [1.441, -1.356, 1.273], [-0.008, -1.595, 1.526], [-0.494, -2.692, 1.498], [-1.832, 1.790, 3.346], [-2.298, 0.659, 4.667], [-0.622, 0.758, 4.077], [-2.915, -0.112, 2.247], [-1.015, 1.678, 1.080], [3.371, 1.091, 0.737], [3.298, 0.337, -0.843], [3.727, -1.911, -0.796], [2.177, -2.044, 1.673], [-1.256, 0.234, -3.127], [-2.597, 0.678, -3.387], [-3.539, -0.203, -3.068], [-3.355, -1.296, -2.601], [-4.735, 0.328, -3.355], [-5.829, -0.545, -3.058], [-0.599, 1.044, -3.421], [-1.126, 0.028, -2.074], [-1.031, -0.653, -3.717], [-5.863, -0.773, -1.995], [-5.753, -1.465, -3.634], [-6.728, -0.008, -3.346], [4.044, -1.410, -6.025], [3.179, -1.654, -4.912], [2.735, -2.909, -4.829], [3.001, -3.803, -5.587], [1.947, -2.998, -3.757], [1.393, -4.300, -3.536], [4.324, -0.362, -5.966], [4.935, -2.032, -5.961], [3.526, -1.600, -6.963], [2.184, -5.030, -3.375], [0.772, -4.600, -4.378], [0.781, -4.219, -2.642], [4.256, 1.992, 4.932], [4.563, 3.369, 4.690], [3.965, 3.886, 3.620], [3.215, 3.300, 2.880], [4.337, 5.159, 3.505], [3.766, 5.843, 2.386], [4.808, 1.713, 5.824], [3.189, 1.862, 5.105], [4.577, 1.374, 4.096], [2.680, 5.864, 2.462], [4.065, 5.369, 1.453], [4.154, 6.856, 2.422], [-0.783, -4.515, 3.578], [-0.681, -5.523, 4.600], [0.477, -5.523, 5.246], [1.403, -4.776, 5.052], [0.451, -6.499, 6.160], [1.646, -6.611, 6.932], [-1.770, -4.624, 3.140], [-0.689, -3.526, 4.014], [-0.027, -4.671, 2.817], [1.832, -5.695, 7.490], [2.499, -6.834, 6.292], [1.484, -7.433, 7.623], [-4.489, 3.230, -2.498], [-4.256, 4.641, -2.619], [-4.718, 5.176, -3.745], [-5.297, 4.592, -4.624], [-4.431, 6.480, -3.736], [-4.875, 7.185, -4.897], [-4.067, 2.937, -1.540], [-5.557, 3.020, -2.504], [-3.993, 2.689, -3.293], [-5.958, 7.124, -4.993], [-4.401, 6.787, -5.792], [-4.579, 8.220, -4.755]],
  "smiles": "C[C@H](F)C1=CC(=O)C(COO)=CC1=O.COC(=O)OC.COC(=O)OC.COC(=O)OC.COC(=O)OC.COC(=O)OC",
  "mol_weight_g_mol": 650.56,
  "homo_ev": -10.09,
  "gap_ev": 8.959,
  "max_force_ev_per_a": 0.6
}



{
  "formula": "C24H39N2O7P2SZn",
  "method": "ωB97M-V/def2-TZVPD",
  "symbols": ["Zn", "C", "C", "C", "C", "C", "C", "C", "C", "C", "C", "C", "C", "C", "C", "C", "C", "C", "H", "H", "H", "H", "H", "H", "H", "H", "H", "H", "H", "H", "H", "H", "H", "H", "H", "H", "H", "H", "H", "H", "H", "H", "H", "H", "H", "H", "H", "O", "P", "O", "O", "O", "P", "O", "O", "O", "H", "H", "N", "C", "S", "N", "C", "C", "C", "C", "C", "C", "H", "H", "H", "H", "H", "H", "H", "H"],
  "coordinates": [[1.773, -1.817, 0.997], [-0.798, 0.134, 2.591], [0.569, 0.004, 2.775], [1.266, 0.021, 1.419], [0.132, 0.126, 0.515], [-1.098, 0.245, 1.200], [-2.447, 0.570, 0.539], [-3.516, 0.642, 1.707], [-2.779, -0.574, -0.489], [-2.283, 1.875, -0.266], [2.516, 0.939, 1.067], [2.499, 2.230, 1.825], [3.831, 0.100, 1.260], [2.490, 1.249, -0.434], [1.071, -0.212, 4.204], [0.502, 0.938, 5.063], [0.380, -1.471, 4.743], [2.598, -0.417, 4.384], [-1.503, 0.010, 3.397], [0.184, 0.157, -0.559], [-3.607, -0.358, 2.125], [-4.511, 0.847, 1.259], [-3.288, 1.420, 2.397], [-2.875, -1.561, -0.018], [-1.965, -0.626, -1.217], [-3.685, -0.424, -1.040], [-2.340, 2.736, 0.457], [-3.117, 2.030, -0.899], [-1.296, 1.872, -0.822], [2.552, 2.140, 2.920], [1.531, 2.745, 1.557], [3.342, 2.801, 1.479], [4.028, -0.150, 2.283], [4.688, 0.548, 0.756], [3.785, -0.876, 0.707], [1.611, 1.888, -0.669], [2.427, 0.318, -1.072], [3.436, 1.732, -0.711], [-0.634, 0.824, 5.202], [0.769, 1.875, 4.482], [1.039, 0.995, 6.012], [-0.677, -1.464, 4.556], [0.537, -1.570, 5.838], [0.774, -2.413, 4.332], [3.095, 0.467, 3.984], [2.982, -1.318, 3.919], [2.911, -0.490, 5.411], [1.658, -4.900, -1.902], [0.825, -3.736, -1.226], [-0.269, -3.320, -2.153], [1.878, -2.638, -0.768], [0.176, -4.306, 0.119], [0.720, -4.580, 1.705], [1.862, -5.676, 1.466], [-0.485, -5.036, 2.486], [1.527, -3.304, 2.183], [2.124, -5.499, -1.255], [1.417, -6.577, 1.415], [-1.389, -1.620, -3.908], [-0.923, -0.375, -4.235], [0.513, 0.218, -3.654], [-1.857, 0.379, -4.878], [-1.791, 1.727, -5.337], [-2.948, 2.513, -5.361], [-2.906, 3.885, -5.579], [-1.727, 4.522, -5.717], [-0.515, 3.727, -5.697], [-0.571, 2.324, -5.697], [-0.858, -2.191, -3.235], [-2.011, -2.136, -4.564], [-2.733, -0.113, -5.022], [-3.854, 1.941, -5.223], [-3.855, 4.416, -5.755], [-1.688, 5.605, -5.809], [0.464, 4.280, -5.789], [0.323, 1.734, -5.774]],
  "mol_weight_g_mol": 626.99,
  "total_charge": -1,
  "homo_ev": -4.35,
  "gap_ev": 6.851,
  "max_force_ev_per_a": 3.3,
  "relative_energy_kj_mol": 0.00
}